103
Properties=species:S:1:pos:R:3:forces:R:3:mulliken_charge:R:1 method="wB97M-V/def2-TZVPD" de_lowest_kj_mol=106.5 charge=0 gap_ev=9.275
O 0.906 0.100 -3.193 -0.81 -0.18 -0.53 -0.849
H 1.584 0.745 -3.340 0.82 0.72 -0.53 0.470
H 0.951 -0.005 -2.244 0.23 -0.54 0.69 0.118
O 0.527 -2.880 2.992 3.33 -0.13 0.12 -0.734
H -0.048 -2.832 3.713 -2.21 0.32 1.62 0.235
H 1.393 -2.898 3.505 -1.18 0.05 -1.26 0.237
O -3.845 0.219 -3.107 -3.04 0.90 0.27 -0.769
H -2.980 0.458 -3.380 2.27 0.27 -0.82 0.407
H -4.373 1.015 -3.401 0.72 -1.51 0.54 0.308
O -4.239 -1.638 -0.922 0.37 -1.86 -2.00 -0.814
H -4.456 -1.332 -0.069 -0.34 1.23 1.58 0.401
H -4.019 -0.964 -1.578 -0.35 0.61 0.14 0.209
O 1.236 -4.555 -1.602 -0.16 -0.16 -0.57 -0.680
H 1.169 -3.783 -2.196 -0.05 -0.39 0.82 0.333
H 1.261 -4.292 -0.665 0.02 0.66 -0.94 0.456
O 3.610 -1.891 0.086 0.27 0.78 -0.80 -0.527
H 3.200 -2.583 0.564 -0.81 -1.26 1.40 0.209
H 3.769 -2.351 -0.734 0.55 0.09 -0.98 0.209
O 1.847 -3.798 0.865 0.26 -0.32 0.11 -0.668
H 1.828 -4.734 1.084 0.23 -0.16 0.19 0.258
H 1.268 -3.378 1.507 -0.42 0.10 0.21 0.431
O -2.053 3.103 -2.231 0.28 1.03 -1.35 -0.684
H -2.362 2.806 -1.390 -0.29 -0.62 1.68 0.439
H -1.400 3.780 -2.053 -0.12 0.22 0.13 0.184
O -1.491 1.209 -3.911 -1.35 0.59 -0.62 -0.828
H -0.702 0.929 -3.493 2.00 -1.42 0.17 0.394
H -1.685 1.947 -3.315 -0.51 0.52 -0.21 0.562
O -1.923 -3.142 1.293 -0.72 -0.73 -0.95 -0.560
H -1.820 -3.960 0.775 -0.26 0.43 0.17 0.289
H -1.163 -3.148 1.854 0.84 0.24 0.71 0.272
O -2.051 -2.885 -1.982 0.12 0.66 0.01 -0.584
H -1.909 -3.689 -1.515 0.60 -1.37 0.09 0.305
H -2.759 -2.520 -1.429 -0.69 0.51 -0.28 0.352
C 2.277 2.446 0.891 -0.04 2.53 -0.43 0.280
C 1.938 2.748 -0.551 -0.51 -1.65 -0.91 0.105
O 0.591 3.251 -0.690 0.54 0.50 -0.84 -0.600
O 3.655 2.068 1.008 0.44 2.14 0.23 -0.419
H 1.542 1.709 1.172 0.54 -0.67 0.59 -0.858
H 2.041 3.380 1.431 0.26 -0.43 0.44 0.352
H 1.911 1.721 -0.954 0.48 0.53 -0.68 -0.082
H 2.675 3.371 -1.079 -0.14 -0.02 0.33 0.471
H 0.465 3.395 -1.661 0.20 -0.39 1.29 0.301
H 4.202 2.943 1.069 -1.58 -2.52 -0.13 0.360
C -4.888 2.077 -0.646 0.73 0.55 -1.03 0.218
C -4.020 2.515 0.526 -1.31 -1.01 -0.45 -0.217
O -2.757 2.061 0.230 2.31 1.45 0.14 -0.491
O -6.114 2.705 -0.523 -2.03 0.34 -1.00 -0.576
H -4.990 0.986 -0.655 0.11 -0.03 0.32 0.140
H -4.372 2.307 -1.611 -0.37 0.20 0.62 -0.022
H -4.447 1.949 1.334 -0.01 0.08 1.04 -0.228
H -3.958 3.573 0.789 -0.33 -0.05 -0.47 0.506
H -2.724 1.127 0.113 -0.29 -1.58 0.11 0.036
H -6.681 2.508 -1.308 0.73 0.20 1.07 0.363
C 4.252 -0.576 -3.234 -0.63 0.57 0.70 -0.362
C 4.324 0.931 -2.756 0.03 -1.77 -2.32 -0.296
O 3.268 1.650 -3.403 0.69 0.26 0.35 -0.611
O 5.173 -1.396 -2.542 -0.09 -0.06 0.06 -0.587
H 4.389 -0.610 -4.314 0.16 0.09 -0.13 0.365
H 3.294 -1.079 -3.026 0.02 0.77 -0.09 0.105
H 5.295 1.300 -3.082 0.21 0.18 -0.32 0.530
H 4.341 1.034 -1.715 -0.57 -0.02 1.85 0.191
H 3.534 2.578 -3.376 -0.33 -0.12 -0.15 0.302
H 6.043 -1.003 -2.560 0.42 0.09 -0.10 0.350
C 6.589 -0.408 0.053 -1.50 -2.61 0.22 0.356
C 7.849 -0.401 0.805 1.80 0.26 0.76 -0.785
O 8.999 -0.480 -0.079 -0.22 0.05 -0.12 -0.562
O 5.479 -0.302 0.942 0.82 0.40 -0.45 -0.512
H 6.560 -1.353 -0.531 -0.12 0.04 0.51 0.149
H 6.568 0.308 -0.706 0.09 1.89 -1.08 0.108
H 7.879 -1.198 1.604 0.11 0.74 -1.03 0.279
H 7.996 0.562 1.248 -0.46 0.52 1.09 0.384
H 9.285 0.438 -0.259 -0.26 -0.92 0.16 0.312
H 4.666 -0.439 0.425 0.50 -0.08 0.46 0.236
C -0.019 0.858 3.218 -2.73 -0.45 0.77 0.034
C -1.574 0.637 3.420 1.68 -2.19 1.05 -0.076
O -1.921 -0.663 2.916 0.36 0.54 0.11 -0.605
O 0.276 2.164 3.634 0.75 -0.29 0.20 -0.569
H 0.170 0.706 2.157 0.30 -0.12 -0.10 -0.200
H 0.457 0.073 3.822 0.36 0.60 -0.18 0.245
H -2.162 1.362 2.964 -0.86 1.62 -1.22 -0.061
H -1.866 0.626 4.464 0.36 0.16 0.36 0.429
H -1.626 -0.551 1.996 -0.57 -0.63 -0.35 -0.376
H -0.147 2.698 2.967 -0.10 0.73 -0.18 0.411
C -6.239 0.665 3.039 1.16 -1.36 0.65 -0.198
C -5.985 -0.697 2.373 0.51 1.12 -1.47 -0.724
O -4.755 -0.737 1.650 -0.57 0.25 -0.48 -0.322
O -7.428 0.571 3.695 -2.30 -0.31 1.28 -0.577
H -6.346 1.523 2.463 0.17 1.17 -1.89 0.291
H -5.469 0.911 3.787 0.52 -0.32 -0.35 0.188
H -6.818 -1.109 1.773 0.32 0.91 -0.19 0.331
H -5.881 -1.419 3.112 -0.02 -1.27 2.00 0.505
H -4.078 -1.001 2.270 0.74 0.02 0.17 0.042
H -7.398 -0.255 4.179 -0.41 -0.11 0.40 0.326
C 0.205 -1.111 -0.107 1.58 0.71 -1.89 0.227
C -0.942 -0.245 -0.592 2.22 0.73 -1.16 -1.077
O -1.956 -0.542 0.240 -2.79 -0.57 2.33 3.140
O 1.397 -0.604 -0.692 -0.30 0.70 -0.67 0.424
H 0.097 -2.154 -0.421 -0.44 0.04 0.35 -0.080
H 0.395 -0.966 0.924 -0.71 -0.37 1.49 0.298
H -1.247 -0.502 -1.614 0.51 0.27 -0.12 0.585
H -0.676 0.877 -0.508 -0.34 -1.67 -0.15 -0.906
H -2.072 -1.521 0.346 -0.08 0.74 -0.32 -0.531
H 2.174 -1.018 -0.316 0.67 -0.39 0.16 -0.146